Entry 1:
A molecular structure, C26H36N5O2SbV at a distorted geometry. Source: OMol25; level of theory: ωB97M-V/def2-TZVPD.

As for the max |F|: 4.04 eV/Å. The HOMO energy (alpha / beta) is -10.05 / -10.04 eV. The calculation puts the LUMO energy (alpha / beta) at -4.365 / -4.444 eV. For the total energy, the calculation gives -2620.39395 hartree.

Geometry as ORCA input:
```
! RIJCOSX wB97M-V def2-TZVPD def2/J DEFGRID3
* xyz 1 1
V 0.795 -0.359 -0.552
C -1.047 3.487 -2.280
C -2.150 2.511 -1.845
C -1.783 1.044 -1.559
N -0.946 0.637 -0.415
C -1.313 0.896 0.856
C -1.974 2.023 1.344
C -2.654 2.227 2.544
C -3.061 1.293 3.469
C -2.713 -0.059 3.468
C -1.706 -0.668 2.762
C -0.822 -0.130 1.783
N 0.339 -0.636 1.451
C 0.871 -1.734 2.258
C 2.393 -1.696 2.332
C 3.037 -1.766 0.950
N 2.674 -0.620 0.131
C 3.445 0.469 0.159
C 4.493 0.669 1.071
C 5.531 1.589 1.062
C 5.900 2.474 0.069
C 5.195 2.734 -1.099
C 3.918 2.348 -1.452
C 3.017 1.477 -0.809
N 1.733 1.355 -1.113
C 1.096 2.168 -2.133
C 0.276 3.322 -1.534
H -0.859 3.383 -3.352
H -1.426 4.500 -2.131
H -2.680 2.924 -0.990
H -2.891 2.460 -2.646
H -2.740 0.526 -1.420
H -1.333 0.603 -2.447
H -1.915 2.894 0.710
H -2.997 3.241 2.713
H -3.740 1.625 4.243
H -3.251 -0.693 4.162
H -1.558 -1.722 2.962
H 0.481 -1.686 3.274
H 0.556 -2.688 1.816
H 2.696 -0.780 2.844
H 2.736 -2.542 2.930
H 4.123 -1.848 1.030
H 2.687 -2.667 0.446
H 4.486 0.001 1.921
H 6.185 1.551 1.926
H 6.831 3.009 0.204
H 5.689 3.391 -1.805
H 3.557 2.793 -2.369
H 1.811 2.554 -2.856
H 0.434 1.520 -2.702
H 0.099 3.121 -0.476
H 0.859 4.242 -1.590
N 0.666 -3.425 -1.302
C 0.509 -2.473 -0.666
H 0.876 -4.106 -2.007
O 0.692 -0.716 -2.085
O 0.437 -1.221 -3.235
C -3.104 -3.146 -2.411
Sb -2.664 -2.531 -0.396
C -2.622 -4.545 0.382
C -4.691 -2.099 0.205
H -3.893 -3.896 -2.390
H -2.210 -3.568 -2.865
H -3.426 -2.291 -3.003
H -3.555 -5.042 0.122
H -2.511 -4.536 1.465
H -1.789 -5.091 -0.059
H -5.349 -2.895 -0.142
H -5.013 -1.150 -0.222
H -4.737 -2.034 1.291
*
```

---

Entry 2:
8 unconnected molecules or ions with the total composition C25H30F7NO24P at a distorted geometry. Source: OMol25; level of theory: ωB97M-V/def2-TZVPD.

As for the max |F|: 7.04 eV/Å. The HOMO energy is -5.01 eV. The calculation puts the LUMO energy at 1.948 eV. For the total energy, the calculation gives -3871.62141 hartree.

Geometry as ORCA input:
```
! RIJCOSX wB97M-V def2-TZVPD def2/J DEFGRID3
* xyz -1 1
C -3.596 -0.040 -1.174
C -1.988 -0.359 -1.169
N -1.111 0.903 -1.024
P 0.053 0.764 -2.377
C 1.557 1.923 -2.178
O -0.860 1.318 -3.794
C -1.519 -1.468 -0.044
O -1.008 -1.181 1.167
O -1.621 -2.922 -0.395
H -3.897 0.700 -2.059
H -4.194 -1.046 -1.407
H -3.997 0.460 -0.175
H -1.739 -0.844 -2.229
H -1.721 1.754 -1.108
H 2.530 1.372 -2.594
H 1.813 2.232 -1.078
H 1.489 2.929 -2.810
H -1.391 0.487 -4.054
C 5.711 2.583 -2.711
C 6.704 3.521 -2.115
O 5.904 4.437 -1.400
C 4.798 3.731 -1.034
O 4.008 4.092 -0.178
O 4.685 2.563 -1.738
F 7.368 4.197 -3.079
H 5.303 2.945 -3.661
H 6.124 1.582 -2.865
H 7.417 3.046 -1.433
C -2.553 -1.108 4.066
C -1.857 -2.066 4.971
O -2.760 -2.223 6.042
C -3.993 -2.022 5.499
O -5.040 -2.339 6.040
O -3.915 -1.429 4.268
F -0.714 -1.530 5.453
H -2.382 -0.063 4.343
H -2.270 -1.245 3.019
H -1.650 -3.042 4.519
C -2.328 2.723 4.713
C -2.046 4.156 4.414
O -2.071 4.210 3.006
C -2.933 3.224 2.628
O -3.426 3.135 1.516
O -3.184 2.351 3.651
F -0.807 4.500 4.831
H -1.428 2.100 4.688
H -2.821 2.589 5.679
H -2.785 4.854 4.822
C 1.547 -3.960 -0.761
C 1.400 -3.996 -2.244
O 2.605 -4.583 -2.681
C 2.994 -5.397 -1.660
O 3.834 -6.275 -1.766
O 2.321 -5.114 -0.502
F 1.327 -2.745 -2.752
H 2.088 -3.074 -0.411
H 0.584 -4.010 -0.246
H 0.551 -4.592 -2.596
C 4.990 2.868 2.983
C 5.792 3.393 4.123
O 7.092 2.915 3.860
C 7.164 2.815 2.503
O 8.207 2.700 1.879
O 5.926 2.867 1.924
F 5.373 2.862 5.294
H 4.632 1.847 3.151
H 4.133 3.506 2.748
H 5.810 4.486 4.195
C -4.517 3.593 -5.358
C -5.115 2.231 -5.267
O -4.705 1.775 -3.998
C -4.576 2.901 -3.241
O -4.506 2.903 -2.023
O -4.544 4.030 -4.014
F -4.589 1.410 -6.204
H -3.482 3.579 -5.714
H -5.099 4.261 -5.998
H -6.208 2.215 -5.329
C -1.634 -7.847 -0.217
C -1.352 -6.415 -0.516
O -1.377 -6.361 -1.924
C -2.239 -7.346 -2.301
O -2.732 -7.435 -3.413
O -2.490 -8.219 -1.278
F -0.113 -6.070 -0.098
H -0.734 -8.471 -0.241
H -2.127 -7.981 0.750
H -2.090 -5.717 -0.107
*
```

---

Entry 3:
A molecular structure, C28H35MoN3O4P2 at a distorted geometry. Source: OMol25; level of theory: ωB97M-V/def2-TZVPD.

As for the max |F|: 6.37 eV/Å. The HOMO energy (alpha / beta) is -13.80 / -13.35 eV. The calculation puts the LUMO energy (alpha / beta) at -7.998 / -9.828 eV. For the total energy, the calculation gives -2303.58598 hartree.

Geometry as ORCA input:
```
! RIJCOSX wB97M-V def2-TZVPD def2/J DEFGRID3
* xyz 2 3
C -0.884 3.123 -3.442
C -0.718 1.756 -3.266
C 0.540 1.154 -3.589
C 1.632 1.984 -4.050
C 1.397 3.372 -4.237
C 0.164 3.924 -3.939
C 2.876 1.369 -4.229
C 3.056 -0.001 -4.005
C 1.908 -0.755 -3.557
C 2.055 -2.140 -3.232
C 3.295 -2.751 -3.363
C 4.407 -2.023 -3.834
C 4.296 -0.680 -4.148
H -1.840 3.577 -3.176
H 2.226 3.984 -4.599
H -0.006 4.990 -4.079
H 3.724 1.968 -4.557
H 3.400 -3.802 -3.090
H 5.364 -2.532 -3.941
H 5.154 -0.102 -4.498
N 0.713 -0.163 -3.360
Mo 0.268 -0.555 0.259
C -1.781 0.878 -2.642
H -1.705 -0.144 -3.041
H -2.790 1.286 -2.801
C 0.841 -2.863 -2.700
H -0.069 -2.480 -3.186
H 0.920 -3.949 -2.845
P -1.494 0.721 -0.811
P 0.611 -2.551 -0.888
C 1.911 -3.550 -0.087
H 1.728 -3.543 0.998
H 1.870 -4.582 -0.464
H 2.896 -3.114 -0.298
C -0.923 -3.500 -0.601
H -0.769 -4.527 -0.962
H -1.147 -3.518 0.474
H -1.747 -3.026 -1.154
C -1.760 2.428 -0.212
H -2.716 2.840 -0.565
H -1.716 2.419 0.886
H -0.929 3.056 -0.553
C -3.010 -0.163 -0.263
H -2.999 -0.287 0.829
H -3.910 0.399 -0.555
H -3.037 -1.164 -0.714
C 2.202 -0.355 0.744
O 3.216 -0.485 1.325
H 1.308 0.332 -0.655
C -3.524 1.211 3.593
C -2.307 1.614 4.412
C -1.138 0.592 4.354
C 0.049 0.976 5.274
C 0.640 2.355 5.017
C -1.655 -0.778 4.808
O -2.424 -0.939 5.753
N -1.185 -1.883 4.115
C -0.490 -1.917 2.905
O -0.087 -2.985 2.452
N -0.348 -0.679 2.297
C -0.601 0.514 2.918
O -0.330 1.548 2.277
H -3.308 1.229 2.516
H -4.332 1.930 3.779
H -3.889 0.218 3.888
H -1.945 2.596 4.075
H -2.594 1.717 5.470
H -0.295 0.905 6.319
H 0.835 0.214 5.134
H -0.112 3.140 5.150
H 1.458 2.536 5.723
H 1.031 2.422 3.996
H -1.478 -2.790 4.447
*
```

---

Entry 4:
A molecular structure, C8H5Cl2GdLaNO3S at a distorted geometry. Source: OMol25; level of theory: ωB97M-V/def2-TZVPD.

As for the max |F|: 13.19 eV/Å. The HOMO energy (alpha / beta) is -21.86 / -21.25 eV. The calculation puts the LUMO energy (alpha / beta) at -15.776 / -18.342 eV. For the total energy, the calculation gives -2702.49300 hartree.

Geometry as ORCA input:
```
! RIJCOSX wB97M-V def2-TZVPD def2/J DEFGRID3
* xyz 4 8
Gd -1.036 -0.242 -4.502
La 0.169 0.021 -1.002
Cl -1.380 -2.059 -2.648
Cl -1.057 1.844 -2.831
C 1.339 1.855 -0.494
C 0.149 -2.022 -5.506
C 0.249 0.981 -6.010
O 1.880 2.830 -0.138
O 0.474 -2.985 -6.094
O 0.628 1.657 -6.860
S -0.542 -2.200 0.850
C -0.221 -0.938 1.934
N -1.277 -0.701 2.792
C -1.150 0.061 3.902
C 0.013 0.711 4.163
C 1.081 0.577 3.275
C 0.966 -0.211 2.112
H -2.140 -1.234 2.600
H -2.046 0.073 4.512
H 0.092 1.316 5.060
H 2.005 1.071 3.476
H 1.803 -0.402 1.410
*
```

---

Entry 5:
A molecular structure, C27H52Br2F2NO13S2V at a distorted geometry. Source: OMol25; level of theory: ωB97M-V/def2-TZVPD.

As for the max |F|: 5.63 eV/Å. The HOMO energy (alpha / beta) is -4.36 / -4.37 eV. The calculation puts the LUMO energy (alpha / beta) at 1.793 / 1.791 eV. For the total energy, the calculation gives -9181.05500 hartree.

Geometry as ORCA input:
```
! RIJCOSX wB97M-V def2-TZVPD def2/J DEFGRID3
* xyz -1 4
V -0.215 1.629 2.861
N -0.011 1.151 0.795
S -0.809 1.586 -0.487
O -1.986 0.800 -0.724
O -0.024 2.080 -1.581
F -1.427 2.893 0.140
S 0.867 -0.113 0.098
O 2.145 0.326 -0.363
O 0.204 -1.181 -0.577
F 1.228 -0.789 1.512
C -2.231 2.756 4.070
O -2.146 2.602 2.757
O -1.228 2.264 4.732
O -3.077 3.568 4.519
Br 1.508 -5.560 -2.432
C 1.050 -4.451 -0.873
C 0.815 -5.354 0.288
Br 0.235 -4.205 1.800
H 0.147 -3.947 -1.207
H 1.801 -3.678 -0.750
H 1.692 -5.880 0.659
H 0.064 -6.121 0.131
C 2.709 6.389 -4.291
C 3.683 5.555 -4.830
C 3.721 4.240 -4.381
C 2.867 3.774 -3.407
C 1.899 4.615 -2.866
C 1.794 5.907 -3.365
H 2.630 7.440 -4.548
H 4.357 5.956 -5.574
H 4.402 3.566 -4.894
H 3.004 2.744 -3.102
H 1.262 4.293 -2.054
H 1.002 6.550 -2.999
C -2.498 -3.404 -2.661
C -2.397 -3.180 -1.299
C -2.549 -4.265 -0.432
C -2.603 -5.565 -0.905
C -2.586 -5.783 -2.287
C -2.639 -4.702 -3.147
H -2.586 -2.537 -3.304
H -2.283 -2.190 -0.876
H -2.370 -4.089 0.622
H -2.590 -6.393 -0.207
H -2.700 -6.808 -2.618
H -2.794 -4.881 -4.204
C 3.343 1.556 2.650
C 2.754 1.872 4.011
O 1.552 1.149 4.231
H 3.596 0.492 2.606
H 4.253 2.132 2.486
H 2.631 1.669 1.832
H 2.586 2.951 4.114
H 3.498 1.723 4.802
H 1.620 0.523 4.961
C -2.217 3.944 -3.294
C -3.050 4.559 -4.394
O -4.442 4.402 -4.074
H -2.460 2.901 -3.101
H -2.357 4.503 -2.368
H -1.175 3.993 -3.619
H -2.829 4.034 -5.329
H -2.864 5.632 -4.496
H -4.951 4.280 -4.878
C -4.802 0.754 -3.600
C -5.226 1.192 -2.218
O -6.386 2.019 -2.209
H -4.000 0.020 -3.514
H -4.478 1.561 -4.257
H -5.640 0.274 -4.118
H -4.383 1.681 -1.725
H -5.465 0.306 -1.619
H -6.286 2.674 -1.515
C 2.484 -3.416 4.920
C 2.022 -2.031 4.473
O 1.199 -1.402 5.480
H 1.626 -4.085 4.942
H 2.859 -3.313 5.943
H 3.328 -3.754 4.325
H 1.447 -2.089 3.548
H 2.865 -1.355 4.335
H 0.732 -2.068 5.996
C 4.239 -2.440 0.928
C 5.343 -1.390 0.916
O 6.398 -1.676 1.833
H 3.747 -2.508 1.895
H 4.755 -3.359 0.632
H 3.514 -2.259 0.134
H 4.936 -0.383 1.029
H 5.796 -1.345 -0.082
H 7.061 -2.173 1.351
C -3.011 -0.931 2.977
C -1.539 -1.311 2.954
O -0.820 -0.325 3.705
H -3.378 -0.775 3.997
H -3.612 -1.693 2.478
H -3.185 0.061 2.552
H -1.253 -1.285 1.898
H -1.353 -2.325 3.315
H -0.354 -0.773 4.423
*
```

---

Entry 6:
A single C4H4O4 molecule at a distorted geometry. Source: OMol25; level of theory: ωB97M-V/def2-TZVPD.

The structure (SMILES) is O=CC(=O)CC(=O)O. As for the max |F|: 1.98 eV/Å. The HOMO energy is -10.45 eV. The calculation puts the LUMO energy at -1.039 eV. For the total energy, the calculation gives -455.77636 hartree.

Geometry as ORCA input:
```
! RIJCOSX wB97M-V def2-TZVPD def2/J DEFGRID3
* xyz 0 1
O -1.429 -2.302 0.683
C -0.271 -2.033 0.959
C 0.366 -0.758 0.472
O 1.537 -0.562 0.769
C -0.510 0.149 -0.333
C 0.209 1.342 -0.861
O 0.554 1.516 -2.019
O 0.450 2.276 0.077
H 0.390 -2.673 1.563
H -0.906 -0.407 -1.190
H -1.357 0.487 0.273
H 0.966 2.966 -0.392
*
```

---

Entry 7:
A molecular structure, C16H13F3N2O7RhTe4. Source: OMol25; level of theory: ωB97M-V/def2-TZVPD.

As for the max |F|: 0.33 eV/Å. The HOMO energy (alpha / beta) is -4.87 / -5.22 eV. The calculation puts the LUMO energy (alpha / beta) at 1.653 / 0.503 eV. For the total energy, the calculation gives -2736.13715 hartree.

Geometry as ORCA input:
```
! RIJCOSX wB97M-V def2-TZVPD def2/J DEFGRID3
* xyz -1 5
Rh 1.678 1.095 1.386
Te 3.511 1.586 -0.425
Te 4.979 -0.569 -0.443
Te 3.606 0.714 3.049
Te 1.312 1.399 4.009
F 0.827 6.108 0.376
C 1.128 5.736 1.647
F 0.364 6.481 2.457
F 2.403 6.096 1.865
C 0.891 4.204 1.812
O -0.127 3.862 2.405
O 1.792 3.520 1.259
O -4.750 -3.121 -0.572
C -5.353 -1.853 -0.518
N -4.422 -0.761 -0.691
C -3.477 -0.575 0.285
O -3.469 -1.255 1.295
C -2.476 0.503 0.033
C -2.750 1.617 -0.748
C -1.762 2.567 -0.931
C -0.533 2.371 -0.328
N -0.270 1.301 0.427
C -1.219 0.386 0.613
H -4.173 -3.180 0.201
H -5.857 -1.703 0.439
H -6.083 -1.813 -1.324
H -4.181 -0.482 -1.627
H -3.731 1.753 -1.187
H -1.936 3.456 -1.520
H 0.274 3.082 -0.436
H -0.947 -0.472 1.215
O 3.670 -4.191 0.357
C 2.985 -3.543 -0.594
C 3.174 -3.898 -1.933
C 2.488 -3.232 -2.930
C 1.602 -2.203 -2.621
C 1.418 -1.851 -1.296
C 2.098 -2.503 -0.271
C 1.914 -2.092 1.168
O 2.552 -2.730 2.033
O 1.140 -1.118 1.400
H 3.369 -3.758 1.214
H 3.869 -4.696 -2.160
H 2.649 -3.514 -3.964
H 1.074 -1.677 -3.407
H 0.752 -1.044 -1.017
*
```

---

Entry 8:
A gas-phase ion, C14H29N2O2 (charge +1). Source: OMol25; level of theory: ωB97M-V/def2-TZVPD.

The structure (SMILES) is CCCC(CCC)C(=O)NCC[NH+]1CCOCC1. As for the max |F|: 0.79 eV/Å. The HOMO energy is -13.57 eV. The calculation puts the LUMO energy at -2.296 eV. For the total energy, the calculation gives -810.64094 hartree.

Geometry as ORCA input:
```
! RIJCOSX wB97M-V def2-TZVPD def2/J DEFGRID3
* xyz 1 1
C -1.796 -4.484 0.571
C -0.570 -3.583 0.665
C -0.142 -3.002 -0.685
C -1.102 -1.928 -1.210
C -0.983 -1.730 -2.739
C 0.416 -1.414 -3.268
C 0.955 -0.057 -2.829
C -0.938 -0.637 -0.449
O -0.040 -0.454 0.381
N -1.843 0.320 -0.719
C -2.021 1.546 0.045
C -0.830 2.506 -0.049
N 0.294 2.045 0.794
C 1.620 2.463 0.297
C 2.699 1.802 1.163
O 2.552 2.167 2.510
C 1.300 1.773 3.007
C 0.169 2.436 2.213
H -2.680 -3.936 0.250
H -1.619 -5.292 -0.134
H -2.012 -4.922 1.542
H -0.759 -2.772 1.372
H 0.261 -4.170 1.059
H -0.088 -3.811 -1.414
H 0.854 -2.569 -0.582
H -2.129 -2.263 -1.025
H -1.668 -0.944 -3.067
H -1.316 -2.660 -3.203
H 1.114 -2.194 -2.965
H 0.362 -1.431 -4.358
H 0.240 0.732 -3.058
H 1.169 -0.054 -1.764
H 1.880 0.160 -3.356
H -2.560 0.102 -1.394
H -2.213 1.294 1.094
H -2.905 2.049 -0.346
H -0.490 2.555 -1.086
H -1.136 3.507 0.263
H 0.232 0.933 0.735
H 1.737 2.151 -0.742
H 1.704 3.551 0.364
H 3.689 2.140 0.856
H 2.639 0.709 1.051
H 1.267 2.090 4.050
H 1.193 0.679 2.957
H -0.796 2.119 2.606
H 0.253 3.524 2.292
*
```